Entry a
Formula: H24HeO12
Source: the OMol25 dataset
Level of theory: ωB97M-V/def2-TZVPD

Kohn-Sham gap (eV): 10.52
HOMO energy (eV): -10.67
Lowest unoccupied orbital energy (eV): -0.146

Geometry as XYZ:
```
37
H24HeO12 ωB97M-V/def2-TZVPD
O -17.81 19.83 8.06
H -16.96 19.82 7.62
O -14.53 17.26 7.16
O -17.12 13.76 13.06
H -17.38 15.94 7.11
H -16.67 17.95 12.31
O -15.45 13.51 10.74
H -16.87 13.39 9.61
H -20.62 17.98 11.34
H -20.49 16.67 9.19
H -19.43 16.21 12.39
He -17.27 16.09 9.45
H -18.67 16.71 13.59
H -21.06 15.55 8.34
O -18.52 17.28 6.87
H -18.19 18.98 7.85
O -19.93 17.39 11.04
H -18.85 17.43 5.98
H -14.53 17.70 8.95
O -17.10 18.18 11.49
O -14.79 18.05 9.80
H -14.99 12.71 10.99
H -16.38 18.25 10.86
O -20.91 16.49 8.34
H -14.62 17.34 10.41
H -16.71 12.56 8.36
H -19.21 16.76 7.29
O -16.66 15.32 7.10
H -18.01 14.09 12.91
H -19.15 17.95 10.99
H -14.86 14.22 11.02
H -16.67 13.88 12.23
O -19.10 15.93 13.24
H -14.15 17.14 6.28
O -17.28 13.22 8.76
H -16.95 14.59 7.65
H -15.09 16.50 7.28
```

***

Entry b
Formula: H24HeO12
Source: the OMol25 dataset
Level of theory: ωB97M-V/def2-TZVPD

Kohn-Sham gap (eV): 10.41
HOMO energy (eV): -10.45
Lowest unoccupied orbital energy (eV): -0.045

Geometry as XYZ:
```
37
H24HeO12 ωB97M-V/def2-TZVPD
H -2.76 -0.39 1.06
H 1.23 2.29 3.37
O 2.58 1.56 -1.27
O 0.39 1.91 3.65
H 1.99 1.16 -1.90
O 1.59 -2.11 -2.89
H 3.18 0.37 -0.10
O 3.27 -0.52 0.24
H 0.23 1.10 -2.79
H -2.00 -3.26 1.20
H -0.84 3.47 0.88
O -3.61 -0.51 0.64
H -4.01 -1.23 1.12
H -1.19 1.95 -1.20
O -2.80 -1.00 -2.00
O 1.37 -2.73 0.56
O -0.98 2.21 -2.10
H 1.32 -1.21 -2.73
H 1.92 -1.96 0.45
H 1.14 1.35 -3.98
H -0.58 -2.73 1.12
O -1.04 2.56 1.11
H 1.01 -2.64 -2.34
H 2.83 2.40 -1.67
H 1.93 -3.47 0.34
H -0.72 0.06 2.92
H -0.51 3.04 -2.00
H -2.60 -1.00 -1.06
H -0.66 2.46 1.99
H -2.64 -1.90 -2.27
O 1.01 0.77 -3.22
H -1.49 -1.14 2.42
O -1.43 -2.56 1.53
He 0.52 -0.06 0.83
O -1.61 -0.30 2.86
H 3.91 -0.45 0.95
H 0.03 2.55 4.27
```

***

So which one is most stable? That would be entry a, about 0.406 eV below the next structure.

***

Entry a
Formula: C3H4N2O2S2
Source: the OMol25 dataset
Level of theory: ωB97M-V/def2-TZVPD

Kohn-Sham gap (alpha / beta) (eV): 6.64 / 6.65
HOMO energy (alpha / beta) (eV): -9.16 / -9.16
Lowest unoccupied orbital energy (alpha / beta) (eV): -2.512 / -2.510
Structure (SMILES): CSC(=O)/N=N\C(O)=S

Geometry as XYZ:
```
13
C3H4N2O2S2 ωB97M-V/def2-TZVPD
S -4.65 0.93 0.77
C -4.13 -0.30 -0.19
O -0.76 0.74 -0.88
C -0.86 -0.03 0.03
H 1.59 0.89 -0.79
H 2.37 1.16 0.86
O -5.00 -0.95 -1.01
H -5.97 -0.57 -0.86
S 0.61 -0.46 1.07
H 2.71 -0.23 0.20
N -3.02 -0.92 0.09
C 1.97 0.43 0.23
N -1.84 -0.87 0.50
```

***

Entry b
Formula: C3H4N2O2S2
Source: the OMol25 dataset
Level of theory: ωB97M-V/def2-TZVPD

Kohn-Sham gap (eV): 8.17
HOMO energy (eV): -8.67
Lowest unoccupied orbital energy (eV): -0.507

Geometry as XYZ:
```
13
C3H4N2O2S2 ωB97M-V/def2-TZVPD
S -1.27 1.55 0.09
S -2.60 -0.86 0.41
H 2.27 0.84 -0.20
C 1.23 0.85 -0.10
H 0.80 2.83 -0.26
H 1.30 -2.37 0.00
H 2.42 -1.27 0.10
N 1.46 -1.51 0.32
C 0.58 -0.39 0.12
C -0.77 -0.37 0.14
O -2.89 0.65 -0.01
O -3.00 -1.85 -0.59
N 0.48 1.91 -0.02
```

***

So which one is most stable? That would be entry b, about 0.347 eV below the next structure.

***

Entry a
Formula: H23O12
Source: the OMol25 dataset
Level of theory: ωB97M-V/def2-TZVPD

Kohn-Sham gap (eV): 9.65
HOMO energy (eV): -7.02
Lowest unoccupied orbital energy (eV): 2.626
Charge: -1

Geometry as XYZ:
```
35
H23O12 ωB97M-V/def2-TZVPD
H -2.55 1.18 1.61
H 1.84 1.98 -0.84
H -0.27 -0.08 -0.23
H 0.42 3.04 -0.46
H 0.45 -3.41 -1.52
O 2.19 -1.12 -1.02
H -0.27 1.02 -2.21
H 0.64 1.90 0.63
O 0.04 0.16 -2.41
H -2.32 1.13 -0.96
H 1.80 0.82 -1.73
O -2.04 1.74 1.03
H -0.22 0.08 2.31
H -1.44 -0.52 0.38
O -2.82 1.02 -1.75
O -0.23 0.21 3.27
H -2.46 -1.07 -0.62
H 1.26 -1.04 -0.88
O -0.09 -2.65 -1.57
H 1.36 -2.49 1.15
H -0.93 -0.45 3.42
O -2.16 -1.18 0.28
O 2.56 0.51 1.75
H 2.28 1.10 2.47
H -2.61 0.19 -2.20
O 0.03 0.23 0.67
O 0.49 -2.28 1.46
O 2.30 1.63 -1.57
H 2.36 -2.07 -0.94
H 0.26 -1.37 1.22
H -1.17 1.30 0.80
O 0.82 2.81 0.43
H -0.38 -2.49 -0.68
H -0.85 -0.20 -2.63
H 1.70 0.38 1.32
```

***

Entry b
Formula: H23O12
Source: the OMol25 dataset
Level of theory: ωB97M-V/def2-TZVPD

Kohn-Sham gap (eV): 8.85
HOMO energy (eV): -6.10
Lowest unoccupied orbital energy (eV): 2.756
Charge: -1

Geometry as XYZ:
```
35
H23O12 ωB97M-V/def2-TZVPD
H 1.90 -3.66 0.33
H -1.91 -1.81 -3.68
O -0.34 -1.89 1.42
H 3.87 1.37 0.34
H 1.97 -0.88 -0.27
H -3.16 2.72 -1.21
H -2.01 -0.18 -2.29
O -4.00 -1.24 2.04
H 0.41 -3.87 0.27
H -1.80 -0.52 -4.46
H 1.66 1.40 2.06
H 0.82 2.49 -0.78
O 1.25 -4.31 0.05
O 2.83 -0.56 0.03
H -0.67 -0.33 -1.43
H 2.90 1.69 2.70
O -1.40 0.32 -1.73
H -0.12 -1.75 0.40
O -3.31 2.13 -0.47
H 4.80 0.73 1.37
O 1.48 3.13 -1.10
H -0.01 -2.44 -1.45
O -0.46 2.36 0.99
H -1.07 -1.27 1.32
H -1.00 2.21 0.21
H 0.98 3.95 -1.00
O -2.40 -1.01 -3.90
H -0.49 1.50 1.43
H 3.63 -1.05 -0.16
H -4.61 -1.12 1.30
H -3.32 -1.79 1.63
O 2.00 1.45 2.97
O 0.16 -1.59 -1.04
O 4.26 1.50 1.21
H -2.71 1.38 -0.58
```

***

So which one is most stable? That would be entry b, about 0.564 eV below the next structure.